{
  "formula": "C4H8N2O2",
  "method": "wB97M-V/def2-TZVPD",
  "e_tot_ha": -417.21534,
  "e_lumo_ev": 0.546,
  "molar_mass_g_mol": 116.12,
  "e_above_lowest_ev": 1.105,
  "smiles": "CC(=O)NCC(N)=O",
  "symbols": ["C", "H", "H", "H", "H", "H", "H", "C", "C", "H", "O", "O", "N", "C", "N", "H"],
  "xyz": [[1.274, -0.741, 0.959], [0.209, -0.786, -1.630], [-2.556, 1.963, 0.012], [2.076, 0.010, -0.883], [1.304, 1.289, 0.241], [0.381, -1.819, 2.346], [-0.817, -1.043, 1.382], [-1.671, 1.314, 0.118], [-1.208, 0.616, -1.136], [-0.906, 1.911, 0.633], [2.376, -0.924, 1.449], [-1.913, 0.595, -2.121], [0.153, -1.150, 1.637], [1.160, 0.271, -0.180], [0.045, 0.031, -1.079], [-2.001, 0.399, 0.628]]
}



{
  "formula": "C24H48BCrF4O18",
  "method": "wB97M-V/def2-TZVPD",
  "e_tot_ha": -3766.50208,
  "e_lumo_ev": [-4.139, -3.535],
  "charge": 1,
  "molar_mass_g_mol": 763.43,
  "e_above_lowest_ev": 0.000,
  "spin_multiplicity": 5,
  "symbols": ["O", "O", "H", "O", "C", "C", "H", "C", "Cr", "C", "H", "H", "H", "H", "H", "C", "H", "H", "C", "H", "H", "H", "O", "F", "H", "H", "C", "F", "C", "H", "H", "C", "H", "O", "O", "C", "H", "H", "O", "O", "H", "O", "H", "H", "H", "C", "H", "H", "C", "H", "H", "H", "O", "C", "O", "O", "O", "F", "H", "H", "H", "C", "B", "O", "C", "H", "C", "C", "F", "H", "H", "O", "C", "H", "H", "C", "O", "C", "C", "H", "H", "H", "O", "H", "C", "H", "H", "O", "C", "H", "H", "H", "H", "C", "H", "H"],
  "xyz": [[-2.747, -2.861, -0.102], [1.583, -3.491, -4.415], [-4.852, -1.881, 3.494], [-0.237, -4.380, -3.418], [6.792, 4.629, -1.448], [0.361, 2.251, 5.896], [-4.863, -2.986, 4.817], [1.509, -1.331, 1.774], [1.870, 2.683, 0.678], [0.194, 2.198, 3.516], [-1.319, -0.097, -3.816], [3.070, 2.450, -3.037], [1.548, -2.237, 3.709], [-7.783, -1.349, 0.384], [4.165, 1.103, -2.587], [-1.616, -2.346, -0.812], [-0.252, -6.314, -2.873], [-1.229, -1.480, -0.269], [-2.617, -2.934, 1.205], [-7.880, -1.779, -1.319], [8.398, 3.770, -0.266], [0.157, -1.213, 3.409], [0.676, 2.209, 2.393], [0.086, 1.764, 0.011], [0.409, -6.025, -4.514], [-4.806, 2.381, -0.517], [-2.344, 0.541, 2.400], [0.552, -0.223, -1.072], [-0.780, -0.099, -4.756], [7.536, 2.615, -1.205], [1.170, -2.264, 1.341], [-5.962, -0.017, -0.864], [-5.851, -3.349, 3.418], [-1.654, -2.562, 1.841], [-1.080, 2.089, 3.766], [0.368, -5.669, -3.484], [-4.947, 1.959, -2.257], [8.665, 3.723, -2.023], [0.949, 2.308, 4.576], [4.806, -0.237, 1.318], [1.212, 2.128, 6.556], [-3.720, -3.469, 1.701], [1.797, -0.501, 3.764], [-1.614, 2.484, 1.773], [-1.441, -0.050, 2.252], [-4.444, 1.733, -1.319], [-1.923, -1.993, -1.787], [-2.803, -3.502, 3.588], [1.235, -1.290, 3.265], [-2.898, 2.537, 2.957], [1.153, -0.882, -4.159], [-2.559, 1.169, -2.200], [-4.688, 0.361, -0.958], [4.092, 2.088, -3.038], [-6.932, 0.695, -0.955], [5.610, 4.271, -0.704], [3.747, 3.133, -0.510], [-0.162, 1.559, -2.302], [-3.937, -4.798, 3.214], [5.045, 1.852, 1.204], [6.259, 0.896, 2.163], [5.622, 0.939, 1.284], [0.540, 1.147, -1.210], [-0.339, -2.346, -4.122], [4.717, 3.449, -1.187], [6.600, 4.692, -2.519], [-4.885, -2.947, 3.723], [0.265, -1.200, -4.710], [1.920, 1.552, -1.308], [-1.425, -0.215, -5.626], [0.618, -1.458, -5.711], [2.891, 0.948, 1.269], [-3.754, -3.730, 3.113], [6.266, 0.870, 0.406], [-2.843, 0.130, 3.282], [7.919, 3.637, -1.240], [2.947, -1.271, 1.529], [0.445, -3.415, -4.030], [-7.272, -1.879, -0.418], [-3.037, 0.428, 1.568], [-0.317, 1.410, 6.000], [1.037, -0.509, 1.249], [-5.973, -1.316, -0.639], [-0.159, 3.181, 6.106], [-2.002, 1.993, 2.664], [4.432, 2.056, -4.070], [-7.110, -2.928, -0.208], [4.977, 3.019, -2.392], [3.502, -0.116, 1.361], [1.391, -5.649, -3.109], [-2.509, 1.481, -0.487], [-0.271, 0.854, -4.908], [-0.805, -3.071, -0.816], [-2.934, 1.839, -1.426], [7.009, 5.640, -1.115], [-2.540, 2.817, -1.694]]
}



{
  "formula": "C14H14N3O6RuS",
  "method": "wB97M-V/def2-TZVPD",
  "e_tot_ha": -1650.63882,
  "e_lumo_ev": [-0.479, -0.747],
  "molar_mass_g_mol": 453.42,
  "e_above_lowest_ev": 1.914,
  "spin_multiplicity": 2,
  "symbols": ["N", "N", "O", "H", "C", "O", "H", "C", "H", "O", "H", "H", "C", "H", "H", "N", "C", "H", "H", "S", "C", "H", "C", "C", "C", "C", "C", "H", "O", "O", "C", "H", "Ru", "H", "O", "H", "C", "C", "C"],
  "xyz": [[1.793, -0.624, 0.948], [2.044, 0.428, 1.828], [0.188, 1.330, 0.914], [2.479, -0.692, 0.191], [-1.196, -1.529, 0.897], [-1.796, 1.239, -0.833], [1.721, -1.499, 1.454], [-2.914, -3.224, 2.254], [2.619, -0.388, -7.443], [3.514, -0.461, -1.344], [-1.316, 1.480, -1.644], [-3.579, -3.892, 2.784], [2.738, -0.505, -3.613], [4.823, -0.064, -3.761], [-2.586, 0.773, -1.138], [1.294, -0.883, -1.759], [2.588, -0.596, -2.125], [3.010, 0.638, 2.027], [0.530, -0.833, -6.177], [0.306, -0.829, -3.056], [1.468, -0.671, -5.664], [-0.366, -1.062, 2.826], [3.843, -0.191, -5.692], [1.551, -0.712, -4.287], [-1.962, -2.495, 2.953], [-1.099, -1.640, 2.276], [1.223, 1.536, 1.695], [-3.760, -3.661, 0.329], [-0.529, -1.995, -3.099], [-0.401, 0.442, -3.058], [2.641, -0.415, -6.362], [-1.891, -2.587, 4.030], [-0.156, -0.244, -0.175], [-2.218, -2.174, -0.894], [1.469, 2.556, 2.289], [4.738, 0.022, -6.261], [-3.014, -3.097, 0.874], [-2.152, -2.249, 0.189], [3.904, -0.237, -4.305]]
}